Molecular formula: C24H14BrCl80O3PSi2
Method: DFT, ωB97M-V/def2-TZVPD

Results
* DFT total energy: -1128128.117 eV
* E_HOMO: -8.271 eV
* total charge: 0
* spin multiplicity: 1

```
125
Properties=species:S:1:pos:R:3:mulliken_charge:R:1
C -1.408 -2.935 3.840 -0.79
C -2.113 -2.301 2.635 -0.23
O -1.190 -1.561 1.869 -0.25
C -1.464 -0.185 1.829 -0.60
C -0.140 0.625 1.835 -0.61
Si 0.231 1.415 0.165 0.22
O 1.518 0.700 -0.671 0.28
Si 1.277 -0.943 -0.948 0.34
P 2.774 -2.095 0.300 0.32
O 3.137 -1.185 1.654 -0.38
Br 1.598 -3.857 1.096 -0.20
H -0.584 -2.298 4.135 0.27
H -1.020 -3.908 3.563 0.02
H -2.102 -3.087 4.656 0.35
H -2.457 -3.123 2.010 0.14
H -3.001 -1.745 2.917 0.43
H -2.031 0.133 2.699 0.57
H -2.057 0.041 0.942 0.11
H -0.267 1.437 2.545 0.52
H 0.649 -0.030 2.199 0.30
H 0.639 2.818 0.408 -0.21
H -0.990 1.512 -0.659 -0.22
H -0.110 -1.375 -0.725 -0.18
H 1.618 -1.320 -2.334 -0.18
H 2.815 -0.291 1.547 0.16
C -2.628 -5.400 -3.497 0.25
Cl -4.359 -5.195 -3.787 -0.07
Cl -1.847 -3.814 -3.452 -0.06
Cl -2.387 -6.221 -1.949 0.28
Cl -1.919 -6.371 -4.794 -0.09
C -6.258 -4.011 -0.057 0.19
Cl -7.431 -2.979 0.811 -0.10
Cl -5.148 -4.713 1.122 -0.07
Cl -7.081 -5.328 -0.906 -0.05
Cl -5.351 -3.033 -1.215 0.00
C 4.991 2.718 1.775 -0.25
Cl 3.293 2.221 1.732 0.12
Cl 5.067 4.456 2.085 0.14
Cl 5.891 1.877 3.044 -0.11
Cl 5.731 2.340 0.209 0.18
C -0.557 -7.726 0.677 0.23
Cl -1.962 -8.705 1.135 -0.14
Cl -0.178 -6.599 1.984 -0.11
Cl 0.828 -8.784 0.387 -0.11
Cl -0.916 -6.809 -0.792 0.01
C -9.909 -2.476 -3.097 0.25
Cl -9.636 -3.858 -4.170 -0.11
Cl -8.997 -2.705 -1.599 0.10
Cl -9.366 -0.994 -3.896 -0.11
Cl -11.633 -2.348 -2.727 -0.11
C 4.597 8.608 1.731 0.24
Cl 2.939 7.994 1.700 -0.06
Cl 4.574 10.368 1.898 -0.11
Cl 5.465 7.896 3.098 -0.10
Cl 5.410 8.165 0.227 0.02
C -4.361 3.749 1.359 0.33
Cl -2.797 4.426 0.862 -0.03
Cl -4.461 3.731 3.124 -0.12
Cl -5.647 4.781 0.700 -0.12
Cl -4.522 2.104 0.749 -0.04
C 9.191 6.173 -0.081 0.16
Cl 7.957 5.177 0.693 0.04
Cl 9.653 7.501 0.993 -0.10
Cl 10.609 5.181 -0.441 -0.09
Cl 8.534 6.824 -1.588 -0.07
C 8.985 3.955 -4.441 0.24
Cl 7.889 3.936 -3.053 0.12
Cl 10.451 3.051 -4.044 -0.10
Cl 8.187 3.205 -5.829 -0.11
Cl 9.412 5.624 -4.841 -0.10
C -8.797 1.806 0.585 0.18
Cl -8.723 2.539 2.194 -0.12
Cl -7.665 2.644 -0.483 -0.08
Cl -8.409 0.083 0.708 0.01
Cl -10.433 1.972 -0.068 -0.01
C 3.538 -6.937 -2.700 0.19
Cl 4.050 -5.942 -4.072 -0.12
Cl 2.249 -8.029 -3.231 -0.09
Cl 4.905 -7.891 -2.090 -0.06
Cl 2.929 -5.892 -1.413 0.03
C 3.494 5.088 -2.371 0.00
Cl 2.013 6.055 -2.498 -0.08
Cl 3.688 4.119 -3.837 -0.13
Cl 4.885 6.165 -2.181 0.03
Cl 3.372 4.021 -0.976 0.15
C 6.579 -1.122 -1.362 0.00
Cl 7.417 0.173 -2.235 -0.03
Cl 6.747 -2.643 -2.243 0.01
Cl 7.271 -1.289 0.254 -0.10
Cl 4.858 -0.736 -1.224 -0.01
C 0.766 -2.144 9.364 0.32
Cl 1.136 -0.919 8.143 0.00
Cl 1.091 -3.756 8.716 -0.10
Cl 1.781 -1.870 10.786 -0.10
Cl -0.938 -2.023 9.824 -0.10
C 3.924 1.953 7.878 0.27
Cl 2.205 2.125 8.255 -0.11
Cl 4.197 2.231 6.152 0.02
Cl 4.853 3.139 8.804 -0.11
Cl 4.457 0.324 8.308 -0.08
C -2.341 7.644 -2.028 0.19
Cl -3.637 6.768 -1.201 0.00
Cl -1.889 9.056 -1.060 -0.11
Cl -0.912 6.627 -2.257 0.03
Cl -2.923 8.173 -3.614 -0.10
C -14.413 2.393 0.767 0.36
Cl -15.969 3.232 0.751 -0.10
Cl -13.803 2.256 -0.889 -0.09
Cl -13.263 3.307 1.751 -0.08
Cl -14.621 0.777 1.452 -0.09
C -3.670 -9.449 -3.132 0.27
Cl -2.896 -10.359 -4.437 -0.12
Cl -2.780 -9.696 -1.625 -0.09
Cl -3.673 -7.727 -3.535 -0.11
Cl -5.336 -10.007 -2.931 -0.11
C -0.367 5.838 -6.663 0.25
Cl 0.426 4.773 -7.832 -0.11
Cl 0.656 6.011 -5.232 0.03
Cl -0.633 7.426 -7.395 -0.10
Cl -1.923 5.140 -6.190 -0.09
C 8.686 -6.305 -2.218 0.34
Cl 7.484 -5.511 -3.234 -0.05
Cl 9.348 -5.141 -1.064 -0.09
Cl 7.916 -7.632 -1.338 -0.10
Cl 9.988 -6.941 -3.230 -0.10
```

Molecular formula: C24H29InN3OSSi
Method: DFT, ωB97M-V/def2-TZVPD

Results
* DFT total energy: -55758.383 eV
* E_HOMO: -11.106 eV
* total charge: +1
* spin multiplicity: 1
* energy relative to the best compared isomer or geometry (same formula, charge and spin): 3.00 kcal per mole

```
60
Properties=species:S:1:pos:R:3:mulliken_charge:R:1
In 1.370 -0.546 -0.681 1.06
C 2.439 -4.443 -0.873 -1.50
C 1.068 -3.977 -1.183 0.53
C 0.118 -4.856 -1.663 -0.55
C -1.142 -4.398 -2.073 -0.65
C -1.432 -3.059 -1.969 -0.79
C -0.452 -2.196 -1.425 0.74
N 0.743 -2.660 -1.030 -0.22
N -0.615 -0.885 -1.088 0.28
Si -2.005 0.148 -1.233 -0.20
C -2.530 0.533 -2.953 -0.90
C -3.358 -0.665 -0.221 -0.87
C -1.321 1.669 -0.398 -0.63
H 2.684 -5.331 -1.372 0.50
H 2.554 -4.548 0.229 0.23
H 3.151 -3.746 -1.247 0.33
H 0.407 -5.884 -1.695 0.48
H -1.884 -5.107 -2.474 0.42
H -2.332 -2.613 -2.358 0.44
H -2.718 -0.383 -3.559 0.31
H -1.761 1.184 -3.428 0.22
H -3.442 1.152 -2.895 0.38
H -3.606 -1.680 -0.530 0.37
H -4.315 -0.069 -0.229 0.35
H -3.000 -0.696 0.804 0.19
H -0.668 2.245 -1.041 -0.07
H -0.824 1.514 0.583 0.17
H -2.149 2.323 -0.125 0.50
C 1.901 -1.728 3.521 -1.06
S 0.598 -1.247 2.388 0.52
O 1.491 -0.428 1.465 -0.42
C -0.234 -0.170 3.641 0.47
C -1.398 -0.586 4.280 -0.54
C -1.994 0.261 5.198 -0.46
C -1.499 1.512 5.474 -0.46
C -0.438 1.975 4.744 -0.67
C 0.253 1.130 3.862 -0.38
H 2.315 -0.685 3.692 0.37
H 2.529 -2.379 2.935 0.37
H 1.593 -2.194 4.449 0.38
H -1.841 -1.548 4.124 0.45
H -2.852 -0.078 5.724 0.42
H -1.948 2.115 6.275 0.39
H -0.121 2.994 4.930 0.40
H 1.054 1.494 3.271 0.46
C 2.853 0.767 -1.431 -1.74
C 2.129 2.035 -1.871 0.77
C 1.589 2.156 -3.193 -0.14
C 1.106 3.371 -3.676 -0.76
C 1.043 4.425 -2.770 0.45
C 1.483 4.238 -1.440 -0.69
C 2.065 3.078 -0.985 -0.41
C 0.394 5.700 -3.086 -0.11
N -0.186 6.673 -3.256 -0.43
H 3.491 0.901 -0.553 0.46
H 3.410 0.285 -2.272 0.52
H 1.625 1.298 -3.870 0.42
H 0.845 3.521 -4.742 0.44
H 1.383 5.047 -0.747 0.46
H 2.384 3.040 0.047 0.39
```

Molecular formula: C2H5IN3O
Method: DFT, ωB97M-V/def2-TZVPD

Results
* DFT total energy: -16763.185 eV
* E_HOMO: -14.355 eV
* total charge: +1
* spin multiplicity: 1
* energy relative to the best compared isomer or geometry (same formula, charge and spin): 37.73 kcal per mole

```
12
Properties=species:S:1:pos:R:3:mulliken_charge:R:1
C -0.743 -1.232 0.060 0.46
C 1.002 0.657 -0.537 -0.42
N 0.019 -0.928 -0.980 -0.32
N -0.713 -0.217 1.037 -0.35
N -0.120 0.976 0.419 -0.08
O -1.498 -2.131 0.214 -0.50
I 2.970 0.167 0.121 0.36
H 0.935 1.363 -1.455 0.43
H 0.348 -1.710 -1.570 0.29
H -1.649 -0.069 1.414 0.32
H 0.341 1.597 1.199 0.42
H -0.893 1.527 0.080 0.39
```

Molecular formula: C4H10N2S2
Method: DFT, ωB97M-V/def2-TZVPD

Results
* DFT total energy: -28960.414 eV
* structure (SMILES): CC(C)(S)C(=S)NN
* E_HOMO: -8.482 eV
* total charge: 0
* spin multiplicity: 1
* energy relative to the best compared isomer or geometry (same formula, charge and spin): 13.59 kcal per mole

```
18
Properties=species:S:1:pos:R:3:mulliken_charge:R:1
C 0.073 1.677 -1.051 -1.57
C -0.391 0.334 -0.498 0.96
C -1.797 0.480 0.126 -1.51
C 0.556 -0.187 0.604 0.04
H -0.011 2.469 -0.281 0.39
H 1.152 1.603 -1.351 0.39
H -0.575 1.941 -1.888 0.43
H -2.497 0.842 -0.660 0.39
H -1.748 1.179 0.957 0.37
H -2.184 -0.473 0.509 0.41
H 0.528 -0.640 -2.535 0.17
H 0.395 -2.066 -0.104 0.22
H 1.175 -1.870 2.496 0.29
H 2.467 -1.629 1.587 0.30
N 0.819 -1.491 0.609 0.21
N 1.578 -2.119 1.588 -0.90
S -0.645 -0.890 -1.894 -0.31
S 1.103 0.842 1.787 -0.25
```

Molecular formula: C29H44F6N8O10S2
Method: DFT, ωB97M-V/def2-TZVPD

Results
* DFT total energy: -101154.854 eV
* E_HOMO: -8.359 eV
* total charge: 0
* spin multiplicity: 1

```
99
Properties=species:S:1:pos:R:3:mulliken_charge:R:1
C 4.202 4.228 -0.876 -1.40
C 3.824 3.078 0.028 0.08
O 4.016 1.846 -0.717 -0.33
C 3.248 0.825 -0.365 0.12
O 2.688 0.737 0.702 -0.47
C 3.128 -0.234 -1.430 -0.62
C 1.657 -0.517 -1.738 -1.13
C 0.892 -1.150 -0.559 -0.21
C -0.336 -2.023 -0.894 1.14
C -1.077 -1.510 -2.123 -0.97
C -1.519 -0.025 -2.014 -1.00
C -3.045 0.114 -1.848 -1.02
C -3.718 0.399 -3.172 -0.68
O -5.140 0.253 -3.005 -0.30
C -5.725 -0.624 -3.830 0.19
O -6.594 -1.351 -3.483 -0.46
N -1.287 -1.817 0.243 0.16
C -0.705 -2.180 1.460 0.07
N -0.701 -1.283 2.394 0.10
C -0.114 -1.381 3.722 -0.49
C -0.057 -0.023 4.413 -0.04
O 0.201 0.009 5.579 -0.57
N -0.341 1.054 3.596 -0.03
C 0.703 1.223 2.534 -0.78
C -0.514 2.332 4.286 -1.16
N -0.113 -3.384 1.621 0.77
N -0.465 -4.124 2.770 -0.94
C 0.447 -4.070 0.438 -2.25
C -0.019 -3.570 -0.939 3.82
C 1.046 -3.957 -1.999 -2.47
C 2.541 -3.711 -1.674 -0.71
C 3.298 -5.018 -1.738 -0.16
N 3.568 -5.539 -3.033 -0.58
O 3.627 -5.611 -0.751 -0.50
C -1.323 -4.311 -1.323 -0.62
C -2.229 -4.761 -0.364 -0.21
C -3.385 -5.410 -0.769 -0.85
C -3.602 -5.610 -2.123 -0.54
N -2.763 -5.187 -3.066 -0.71
C -1.669 -4.551 -2.654 -0.22
H 3.459 4.355 -1.660 0.31
H 5.159 4.038 -1.356 0.36
H 4.251 5.147 -0.299 0.41
H 2.787 3.165 0.335 0.19
H 4.465 3.068 0.905 0.26
H 3.619 0.116 -2.334 0.42
H 3.671 -1.114 -1.089 0.27
H 1.192 0.442 -1.957 0.54
H 1.615 -1.138 -2.629 0.52
H 0.528 -0.313 0.025 -0.87
H 1.604 -1.684 0.067 0.82
H -0.501 -1.652 -3.033 0.36
H -1.992 -2.081 -2.262 0.72
H -1.035 0.478 -1.186 0.12
H -1.237 0.451 -2.953 0.65
H -3.472 -0.796 -1.428 0.18
H -3.248 0.931 -1.159 0.51
H -3.361 -0.304 -3.928 0.44
H -3.493 1.412 -3.502 0.27
H -5.377 -0.608 -4.870 0.40
H -2.121 -2.375 0.074 0.49
H -1.166 -0.401 2.194 0.59
H 0.866 -1.855 3.702 0.38
H -0.756 -2.009 4.334 0.39
H 1.625 0.704 2.787 0.37
H 0.921 2.279 2.423 0.53
H 0.375 0.833 1.576 -0.33
H -1.234 2.263 5.094 0.45
H -0.904 3.044 3.565 0.46
H 0.439 2.699 4.661 0.39
H 0.346 -4.247 3.368 0.24
H -0.771 -5.051 2.494 0.30
H 0.230 -5.132 0.544 0.58
H 1.529 -4.003 0.511 0.53
H 0.807 -3.426 -2.915 0.54
H 0.904 -5.017 -2.207 1.10
H 2.963 -3.060 -2.438 0.42
H 2.729 -3.237 -0.720 0.54
H 4.507 -5.284 -3.325 0.28
H 2.947 -5.114 -3.715 0.31
H -2.083 -4.611 0.695 0.16
H -4.112 -5.757 -0.051 0.47
H -4.490 -6.132 -2.453 0.41
H -1.023 -4.197 -3.445 0.44
C -0.887 9.349 0.410 0.61
F -0.737 9.885 -0.803 -0.21
F -0.532 10.257 1.320 -0.23
F -2.179 9.060 0.584 -0.23
S 0.157 7.838 0.530 1.05
O 1.506 8.297 0.365 -0.65
O -0.358 6.945 -0.470 -0.66
N -0.243 7.463 2.020 -0.35
S 0.375 6.178 2.680 1.09
O 1.774 6.243 2.997 -0.69
O -0.090 4.920 2.150 -0.62
C -0.483 6.364 4.303 0.60
F -1.812 6.336 4.153 -0.24
F -0.152 7.511 4.893 -0.22
F -0.149 5.363 5.129 -0.22
```

Molecular formula: C13H32AuN5O6P2
Method: DFT, ωB97M-V/def2-TZVPD

Results
* DFT total energy: -55997.582 eV
* E_HOMO: -14.148 eV
* total charge: +2
* spin multiplicity: 1

```
59
Properties=species:S:1:pos:R:3:mulliken_charge:R:1
Au 0.012 0.717 0.286 0.45
C 4.934 1.609 -1.459 -1.15
C 3.842 0.775 -0.814 -0.29
O 2.711 0.673 -1.693 -0.27
P 1.371 1.473 -1.342 0.21
O 0.653 1.483 -2.768 -0.20
C 1.083 2.329 -3.864 -0.18
C 2.114 1.669 -4.757 -1.01
O 1.911 2.949 -1.119 -0.21
C 1.533 3.779 0.001 -0.07
C 2.095 5.168 -0.215 -1.39
H 5.731 1.773 -0.740 0.41
H 4.537 2.573 -1.770 0.24
H 5.344 1.106 -2.331 0.33
H 3.532 1.227 0.134 0.32
H 4.180 -0.245 -0.622 0.39
H 1.482 3.261 -3.463 0.24
H 0.166 2.538 -4.418 0.35
H 3.003 1.410 -4.191 0.19
H 2.386 2.370 -5.541 0.43
H 1.720 0.771 -5.227 0.28
H 1.938 3.342 0.918 0.31
H 0.446 3.808 0.084 0.33
H 3.178 5.146 -0.302 0.33
H 1.828 5.793 0.632 0.41
H 1.686 5.611 -1.117 0.33
C -2.862 3.106 3.707 -0.87
N -2.558 1.745 3.318 0.10
C -3.094 0.669 3.923 0.05
C -2.786 -0.596 3.530 -1.03
C -1.862 -0.756 2.463 1.10
N -1.346 0.323 1.878 -0.43
C -1.674 1.585 2.269 0.27
O -1.194 2.544 1.685 -0.68
N -1.476 -1.953 2.032 -0.21
H -3.572 3.111 4.530 0.30
H -3.273 3.650 2.855 0.31
H -1.945 3.616 4.008 0.31
H -3.781 0.861 4.735 0.37
H -3.221 -1.461 3.995 0.39
H -1.920 -2.788 2.372 0.24
H -0.835 -2.002 1.253 0.10
N 1.384 -4.562 -0.620 -0.24
C 0.717 -4.262 -1.902 -0.78
P -0.302 -2.724 -1.468 1.23
O -1.748 -3.046 -1.281 -0.92
O 0.457 -2.174 -0.296 -0.94
C -0.363 -1.600 -2.984 -0.36
N -1.781 -1.191 -2.992 -0.23
H 0.851 -5.241 -0.068 0.37
H 1.328 -3.609 -0.127 0.30
H 2.349 -4.891 -0.705 0.37
H 0.074 -5.077 -2.226 0.40
H 1.458 -4.059 -2.671 0.39
H -0.138 -2.168 -3.887 0.51
H 0.306 -0.742 -2.905 -0.24
H -1.922 -0.278 -2.547 0.30
H -2.214 -1.963 -2.343 0.41
H -2.217 -1.183 -3.917 0.36
```

Number 1: F_max 7.9 eV/Å. Number 2: F_max 2.1 eV/Å. Number 3: F_max 5.1 eV/Å. Number 4: F_max 1.0 eV/Å. Number 5: F_max 0.9 eV/Å. Number 6: F_max 1.1 eV/Å.